1.
{"formula": "C36H46N2O10PS3SiTi", "method": "ωB97M-V with the def2-TZVPD basis set", "multiplicity": 2, "mol_weight_g_mol": 869.90, "s_squared": 0.7594, "energy_ha": -4936.300922, "homo_lumo_gap_ev": [6.62, 7.09], "charge": -2, "de_lowest_kcal_mol": 64.9, "species": ["H", "H", "H", "Ti", "C", "C", "C", "C", "H", "H", "C", "C", "H", "P", "H", "C", "C", "C", "H", "N", "Si", "S", "C", "O", "C", "C", "H", "H", "H", "H", "O", "S", "H", "H", "C", "H", "C", "H", "H", "C", "C", "H", "H", "H", "H", "C", "C", "O", "H", "H", "S", "C", "H", "N", "O", "O", "C", "C", "O", "C", "H", "C", "C", "H", "H", "C", "H", "C", "H", "C", "C", "H", "O", "O", "H", "H", "C", "C", "H", "H", "H", "H", "H", "H", "H", "C", "H", "O", "H", "C", "H", "H", "C", "H", "O", "C", "C", "C", "H", "H"], "coordinates": [[-4.42799, -4.15436, -4.30995], [-0.56338, 6.38746, 2.77131], [-3.24198, 0.74409, 1.11543], [-0.09666, -0.12413, 0.29499], [-3.47524, -3.84896, -3.89022], [-2.94070, 2.39102, -1.08648], [-2.14869, -2.25934, -2.66919], [-1.16780, 5.68894, 2.18736], [-2.05178, -1.33773, -2.10681], [3.22864, -0.21422, 5.17077], [-1.98572, 1.25727, 3.48564], [2.84692, -1.85798, -6.32238], [2.93326, -3.99804, -6.40159], [-1.43567, 2.87457, 1.27536], [-0.27771, -4.88979, -3.61801], [3.53592, -0.85482, 4.35755], [-3.46062, 3.28639, 3.42401], [2.40294, -6.27533, -0.07809], [2.64209, 0.23711, -5.96124], [-0.42685, 1.76610, 0.91632], [0.67743, -2.41036, -2.16110], [1.62850, 0.57129, 2.92333], [0.84939, 4.52021, 1.22857], [0.52931, -1.07003, -1.37896], [4.14635, -2.53250, 2.24507], [1.39613, -3.99348, -1.36098], [-1.97272, 4.62184, -2.06456], [-3.99008, 4.01385, 2.81078], [-2.77588, 3.81973, 4.07957], [-2.43226, -5.58579, -4.59541], [2.18456, 1.71423, 2.22200], [1.50461, 1.92853, -0.80207], [-1.35478, 6.15407, 1.22331], [-2.67029, 0.85776, 4.23810], [-2.35596, -4.64947, -4.05034], [3.36587, -3.79799, -2.15301], [2.03790, -3.28945, -4.58071], [0.75321, 4.65301, 3.83356], [-3.90302, 2.01068, -0.75764], [-2.46579, 3.57972, -0.24539], [-3.36808, -2.65712, -3.19065], [1.87885, -4.28768, -4.19737], [1.47310, 5.29709, 1.67716], [-1.13157, 1.69295, 3.99076], [1.39446, 3.57910, 1.25872], [-3.65740, 4.48396, 0.08583], [-1.14518, -4.25208, -3.51006], [0.57284, -0.18561, 2.25393], [0.44252, -6.47383, 0.75685], [4.90682, -2.04401, 5.49986], [2.36606, -1.38989, 0.48787], [1.08571, -5.89081, 0.10696], [5.43806, -3.55376, 3.62268], [0.10845, 1.46362, -1.13082], [2.12961, 0.04325, 0.27008], [-1.79437, -0.31388, -0.19879], [-1.48597, 4.36191, -1.12030], [-3.76466, 1.38486, 1.82845], [3.29097, -1.94693, -0.47096], [2.63483, -3.13074, -5.81940], [-4.19811, 2.78349, 4.05682], [0.04790, 3.91619, 3.44028], [2.95101, -0.65194, 3.11766], [3.31086, -1.72880, -7.29491], [0.57114, 2.96471, 3.36695], [3.26926, -1.47551, 2.05882], [-4.41334, 3.95959, 0.66252], [-0.42820, 4.35564, 2.05442], [-0.42809, -4.45801, -0.35767], [4.74967, -2.73044, 3.47729], [4.44638, -1.88467, 4.53459], [-3.35927, 5.37261, 0.63569], [1.20796, -2.18743, 0.80968], [-1.43761, -1.11687, 0.88894], [4.31457, -3.19115, 1.40766], [-3.03800, 2.70101, -2.12816], [-1.01411, -3.04934, -2.82465], [1.64572, -2.19913, -3.80999], [-0.76253, 3.82147, 4.15823], [-4.29266, 0.74869, 2.54116], [0.66638, 4.78500, 0.19331], [-2.11639, 5.55752, 2.69912], [2.79238, -7.16040, 0.41544], [1.58270, -0.07410, -3.73790], [-4.50632, 1.99052, 1.31196], [-2.73623, 2.23236, 2.57840], [4.26072, -5.79520, -1.04046], [1.26666, 0.91512, 4.29822], [-0.62347, 3.73028, -1.33564], [0.59514, -4.76080, -0.52322], [-4.24627, -2.03976, -3.05167], [-1.16877, 5.28968, -0.64869], [2.46950, -0.75762, -5.56972], [-1.60317, 0.43279, 2.88033], [2.32605, 2.03785, -2.02709], [2.71626, -4.39336, -1.53129], [1.87388, -0.92903, -4.33034], [3.22147, -5.51636, -0.89853], [-2.20785, 1.58111, -1.03860], [-4.12176, 4.80980, -0.84869]]}

2.
{"formula": "C36H47Br2Cl36N5O6S2", "method": "ωB97M-V with the def2-TZVPD basis set", "multiplicity": 1, "mol_weight_g_mol": 2146.05, "smiles": "CC(=O)N(C)CCCC[C@@H](O[C@@H](CCCCCCCSc1nnco1)OC#N)[C@@H](S)O[C@H](C[C@@H](O)CN)[C@@H](Br)[C@H](C)Br.ClC(Cl)(Cl)Cl.ClC(Cl)(Cl)Cl.ClC(Cl)(Cl)Cl.ClC(Cl)(Cl)Cl.ClC(Cl)(Cl)Cl.ClC(Cl)(Cl)Cl.ClC(Cl)(Cl)Cl.ClC(Cl)(Cl)Cl.ClC(Cl)(Cl)Cl", "energy_ha": -24636.260975, "homo_lumo_gap_ev": 9.00, "charge": 0, "species": ["Cl", "Cl", "H", "Cl", "N", "Cl", "H", "H", "H", "C", "Cl", "Cl", "O", "Cl", "C", "H", "C", "H", "Cl", "C", "H", "Cl", "C", "Br", "O", "C", "H", "C", "H", "Cl", "H", "O", "C", "N", "C", "H", "H", "H", "N", "H", "H", "Cl", "O", "Cl", "C", "O", "C", "Cl", "H", "Cl", "S", "C", "Cl", "H", "C", "H", "Cl", "H", "N", "Cl", "Cl", "C", "Cl", "H", "H", "S", "Br", "H", "Cl", "H", "H", "C", "Cl", "C", "C", "Cl", "C", "H", "H", "Cl", "H", "H", "H", "Cl", "C", "H", "N", "C", "H", "H", "Cl", "C", "Cl", "C", "H", "C", "H", "C", "Cl", "H", "C", "C", "H", "H", "Cl", "C", "Cl", "Cl", "H", "Cl", "H", "H", "C", "C", "H", "Cl", "Cl", "C", "O", "Cl", "Cl", "C", "H", "C", "Cl", "H", "C", "H", "C", "H", "C", "H", "C", "H"], "coordinates": [[8.28932, -1.26333, 10.46972], [1.43735, -4.01436, 12.02761], [-1.18678, 2.83355, -2.60453], [3.47219, -4.06428, -10.67843], [-1.44020, 4.00993, -7.28804], [5.13579, -5.85256, -9.14569], [-0.06877, -2.01556, -1.31752], [-0.44895, -3.03806, 0.70073], [4.51285, 1.16248, 1.61884], [-2.53182, -3.13981, 2.11333], [4.90035, -3.53212, 6.53986], [6.58018, 0.21511, 3.31654], [-1.80381, 0.84928, 1.41211], [3.11209, -1.99020, 8.19736], [5.01620, -4.23470, -9.83990], [-0.99363, 0.82520, -7.02140], [-2.13137, -1.34210, -1.44893], [-5.02742, -2.91570, 3.12127], [-5.23117, 3.13030, 4.56100], [-2.99391, 1.28699, 1.19814], [3.30031, 4.64154, 0.92767], [5.92823, -1.38279, 8.16599], [4.55869, -1.91688, 7.18295], [-4.81338, 2.67736, -3.30563], [-2.77767, 1.73528, -6.71734], [-2.94302, 2.70650, -3.89451], [2.18398, 1.05808, 2.10358], [-1.87823, -0.64231, -2.81948], [-1.11349, 4.37512, -8.16617], [6.39807, -3.05962, 11.69450], [-2.75473, 0.61945, 3.75145], [-2.39880, 0.65510, -2.83503], [-0.60040, 2.92262, -6.80992], [-3.31459, -1.91579, 2.36675], [-1.14832, -3.37197, -0.06301], [2.48768, 3.26429, 1.58990], [1.28796, 2.22614, -0.13064], [4.98133, 3.15755, -0.13690], [3.65609, 1.62356, 4.42498], [-0.67425, 1.41896, -1.07526], [-4.45267, 0.12776, 3.59686], [4.29603, -0.78783, 5.86138], [-2.59933, -2.22709, 4.54025], [-1.33084, 2.54523, -10.55796], [1.67100, 2.32837, 4.89615], [2.21174, 3.27980, 4.09142], [-1.45019, 0.80237, -10.78639], [-2.72884, 0.15151, -9.74683], [-0.75060, 0.24700, -4.92307], [9.16497, -3.09918, 12.51405], [-2.60267, -1.71235, -4.11991], [0.75525, 1.54154, 0.52741], [-2.63216, 3.94196, 5.51670], [-2.97729, 3.24717, -4.82825], [-2.50329, -3.60298, 0.64606], [-0.78261, -0.84534, 0.94265], [3.09314, -3.65630, -6.27487], [0.21987, 2.15856, 1.24223], [-4.02723, 1.74451, 1.05500], [-4.55869, 5.92776, 4.69246], [-8.52168, -1.21794, 0.00871], [-1.40077, 1.63052, -6.40993], [-9.85680, 0.82915, 1.54122], [5.04262, 0.89580, -0.01322], [3.35246, 2.79096, -0.66442], [4.49011, 3.68599, 2.77915], [-1.16853, 4.96838, -3.87354], [-1.52706, -3.00655, 2.50061], [1.90360, -5.57477, -4.47654], [-3.59953, -0.02742, 5.14327], [-1.85449, 4.59570, -1.14566], [1.80172, 0.62752, 1.17940], [9.37663, 0.33819, 2.65515], [-3.50185, -0.10155, 4.06711], [-2.51111, 1.25408, -4.13257], [-1.84318, 0.45526, -12.46923], [-3.08612, -1.49813, 3.71329], [-0.80098, -0.59768, -3.00220], [-5.32842, -1.31986, 2.36968], [8.41425, -4.08674, 9.90870], [-5.01169, -2.71346, 1.36010], [-1.16626, -3.03462, -2.17223], [1.34324, -0.32320, 1.44736], [0.08525, 0.03975, -10.36249], [-3.93109, 4.30753, 4.36845], [0.67293, 2.41327, 5.28230], [2.48607, 1.33481, 5.13325], [-4.76398, -2.24158, 2.30432], [-0.47934, 1.90665, -4.49267], [-3.37721, 4.83477, -1.95710], [0.39671, -2.27137, 9.98120], [0.28443, -3.88264, 10.69573], [-3.30439, 4.23022, 2.72565], [4.21415, 1.26452, 0.58005], [-3.32365, 0.81458, -4.69645], [3.02672, 0.35560, 0.27787], [0.04137, 2.64171, -7.64341], [3.44787, 2.76718, 3.83480], [6.34040, -3.97520, -10.97527], [-3.35826, -3.22946, 0.09129], [-1.07937, -2.42171, -1.27803], [1.76910, -3.94991, -5.14799], [-2.64031, -4.67965, 0.70986], [0.43214, 0.09013, -0.97942], [-1.35223, -4.14368, 11.30381], [8.06696, -2.87931, 11.14842], [1.82838, -2.76156, -3.83539], [7.40179, 0.79539, 0.60225], [-3.05436, 3.32085, -1.03033], [0.66128, -5.09316, 9.46864], [-1.51458, -2.31207, -4.61654], [-0.76346, -4.33293, -0.39091], [-1.21547, 1.22864, -4.92434], [3.46191, 3.62837, 1.28006], [0.05842, 3.23898, -6.00369], [-8.63705, -1.41546, 2.88472], [5.11053, -3.03522, -8.54284], [7.77420, -0.12490, 2.07200], [-2.32385, -0.44788, -0.37452], [7.76121, -1.85050, 1.68871], [-6.98355, 0.59075, 1.63759], [-1.24615, -0.04302, 0.36893], [-1.52157, 4.75886, -6.61741], [-2.01669, 3.45240, -2.90689], [0.22868, -3.78980, -6.00111], [-2.96972, -3.94596, 2.70629], [-8.49801, -0.29849, 1.51797], [2.76270, 0.37283, -0.77992], [-2.64963, 4.08057, -1.68708], [3.34528, -0.66027, 0.51160], [4.03179, 2.73368, 0.18561], [-2.93569, 1.29738, -7.55574], [-0.19014, 0.74797, -0.37395], [-3.08621, -1.84604, -1.57338]]}